No. 1
Molecular formula: C13H6F9N2O6PdS3
Method: DFT, ωB97M-V/def2-TZVPD

E_HOMO: -12.946 eV
E: -3280.83981 a.u.
Orbital gap: 6.601 eV
Energy relative to the best compared isomer or geometry (same formula, charge and spin): 54.4 kJ/mol

Structure (ORCA input):
```
! RIJCOSX wB97M-V def2-TZVPD def2/J DEFGRID3
* xyz 1 1
Pd -0.140 -0.084 0.247
S -1.873 3.832 -0.640
C -0.202 3.887 -1.003
C 0.461 2.709 -0.781
C -0.474 1.784 -0.309
C -1.760 2.197 -0.164
C -2.705 1.222 0.298
C -4.071 1.305 0.491
C -4.756 0.168 0.889
C -4.090 -1.035 1.078
C -2.723 -1.077 0.885
N -2.083 0.037 0.524
H 0.224 4.809 -1.368
H 1.515 2.550 -0.948
H -4.583 2.241 0.320
H -5.826 0.219 1.044
H -4.612 -1.931 1.379
H -2.121 -1.965 1.022
F 2.075 -4.957 -0.541
C 2.454 -3.835 0.033
F 2.438 -3.952 1.345
F 3.646 -3.472 -0.391
S 1.200 -2.540 -0.399
O -0.092 -3.048 -0.037
O 1.579 -1.330 0.385
N 1.427 -2.284 -1.928
S 0.371 -1.402 -2.677
O -0.450 -0.598 -1.707
O 0.911 -0.678 -3.765
C -0.915 -2.556 -3.376
F -0.308 -3.644 -3.810
F -1.526 -1.940 -4.370
F -1.795 -2.874 -2.436
F -0.625 0.594 5.062
C 0.457 0.265 4.348
F 1.121 -0.691 4.984
F 1.235 1.336 4.237
C -0.016 -0.265 2.967
O -0.551 -1.333 2.844
O 0.226 0.597 2.003
*
```

***

No. 2
Molecular formula: C28H49F4N4O8P2Si2TeTi
Method: DFT, ωB97M-V/def2-TZVPD

E_HOMO (spin up / spin down): -2.555 / -4.791 eV
E: -4696.43901 a.u.
Orbital gap (spin up / spin down): 4.867 / 7.098 eV
Energy relative to the best compared isomer or geometry (same formula, charge and spin): 49.1 kJ/mol

Structure (ORCA input):
```
! RIJCOSX wB97M-V def2-TZVPD def2/J DEFGRID3
* xyz -1 3
Ti -0.546 0.150 -0.622
C -4.539 0.534 -1.854
C -3.697 -0.649 -1.407
N -2.318 -0.807 -1.960
C -2.198 -0.455 -3.397
C -1.963 1.016 -3.706
C -1.972 -2.231 -1.804
C -1.777 -2.643 -0.343
N -1.265 -1.525 0.445
C -1.200 -1.708 1.804
C -1.332 -0.609 2.677
F -1.673 0.592 2.165
C -1.168 -0.687 4.039
F -1.306 0.439 4.766
C -0.909 -1.886 4.673
C -0.834 -2.994 3.857
F -0.575 -4.198 4.403
C -0.978 -2.922 2.487
F -0.815 -4.075 1.801
H -5.499 0.450 -1.339
H -4.739 0.525 -2.927
H -4.097 1.483 -1.571
H -4.255 -1.560 -1.664
H -3.595 -0.617 -0.324
H -3.070 -0.850 -3.940
H -1.325 -0.996 -3.762
H -1.850 1.131 -4.786
H -1.048 1.361 -3.226
H -2.770 1.662 -3.377
H -1.052 -2.399 -2.354
H -2.745 -2.859 -2.269
H -1.098 -3.501 -0.353
H -2.722 -3.002 0.085
H -0.772 -1.951 5.742
N -0.908 3.397 2.607
C -0.394 3.212 1.180
C 0.204 4.545 0.728
P -1.978 2.888 0.209
O -1.934 3.887 -1.055
O -3.047 3.364 1.146
O -2.066 1.498 -0.339
P 1.028 1.962 1.417
O 2.274 2.632 0.718
O 1.226 2.019 2.900
O 0.765 0.566 0.857
H -0.709 4.340 2.929
H -0.347 2.732 3.186
H -1.934 3.257 2.571
H -0.557 5.330 0.759
H 0.568 4.455 -0.293
H 1.042 4.818 1.373
H -2.494 4.645 -0.857
H 2.258 2.758 -0.269
O 2.157 2.868 -2.006
C 1.336 1.928 -2.015
O 0.242 1.954 -1.330
C 1.580 0.648 -2.674
C 2.566 0.468 -3.632
C 2.825 -0.784 -4.147
C 2.106 -1.874 -3.571
C 1.174 -1.644 -2.608
N 0.796 -0.400 -2.167
H 3.117 1.348 -3.938
H 3.575 -0.945 -4.909
H 2.327 -2.896 -3.851
H 0.709 -2.489 -2.116
C 5.653 -1.820 3.529
Si 4.075 -0.833 3.244
C 2.730 -1.537 4.341
C 4.379 0.949 3.712
C 3.673 -0.965 1.413
Te 2.251 -2.474 0.875
C 3.661 -4.081 1.154
Si 3.184 -5.613 0.194
C 1.432 -6.129 0.595
C 4.352 -7.009 0.667
C 3.345 -5.273 -1.639
H 5.948 -1.799 4.582
H 6.479 -1.415 2.940
H 5.515 -2.866 3.240
H 2.866 -1.190 5.369
H 2.744 -2.630 4.349
H 1.740 -1.221 4.002
H 4.610 1.037 4.777
H 3.503 1.568 3.496
H 5.223 1.358 3.150
H 4.573 -1.192 0.838
H 3.261 -0.035 1.018
H 3.745 -4.283 2.224
H 4.628 -3.720 0.794
H 1.244 -6.076 1.671
H 1.222 -7.149 0.263
H 0.709 -5.466 0.113
H 4.249 -7.258 1.727
H 5.393 -6.727 0.488
H 4.144 -7.913 0.089
H 2.662 -4.472 -1.929
H 3.118 -6.158 -2.239
H 4.358 -4.945 -1.889
*
```

***

No. 3
Molecular formula: C22H21AuCl3N3OSi
Method: DFT, ωB97M-V/def2-TZVPD

E_HOMO: -8.265 eV
E: -2896.21383 a.u.
Orbital gap: 7.108 eV
Energy relative to the best compared isomer or geometry (same formula, charge and spin): 0.0 kJ/mol

Structure (ORCA input):
```
! RIJCOSX wB97M-V def2-TZVPD def2/J DEFGRID3
* xyz 0 1
Au -0.108 -0.270 0.423
C -2.992 2.430 1.382
C -3.216 1.485 0.240
C -4.431 1.384 -0.425
C -4.536 0.477 -1.473
C -3.477 -0.341 -1.821
C -2.296 -0.220 -1.081
N -2.187 0.727 -0.137
N -1.145 -0.979 -1.184
Si -1.036 -2.522 -2.035
C -2.476 -3.643 -1.625
C -1.056 -2.143 -3.860
C 0.562 -3.342 -1.567
H -3.537 2.089 2.265
H -3.350 3.430 1.139
H -1.934 2.477 1.633
H -5.265 2.011 -0.145
H -5.469 0.397 -2.017
H -3.561 -1.065 -2.618
H -3.392 -3.349 -2.140
H -2.679 -3.638 -0.555
H -2.251 -4.673 -1.912
H -1.989 -1.659 -4.154
H -0.957 -3.058 -4.449
H -0.235 -1.474 -4.126
H 0.595 -3.558 -0.502
H 1.426 -2.723 -1.817
H 0.661 -4.290 -2.103
Cl 6.621 0.246 2.952
C 4.926 0.380 2.597
C 4.468 0.097 1.328
C 3.112 0.201 1.069
Cl 2.564 -0.169 -0.548
C 2.164 0.571 2.039
O 0.863 0.708 1.853
C 2.697 0.852 3.311
Cl 1.602 1.324 4.566
C 4.045 0.765 3.593
H 5.151 -0.195 0.543
H 4.402 0.993 4.588
N -0.283 -6.705 3.971
C -0.251 -5.686 3.443
C -0.210 -4.406 2.779
C -1.394 -3.807 2.361
C -1.355 -2.586 1.703
C -0.128 -1.991 1.480
C 1.059 -2.559 1.908
C 1.015 -3.780 2.564
H -2.340 -4.296 2.547
H -2.272 -2.112 1.380
H 2.008 -2.067 1.745
H 1.928 -4.253 2.901
*
```

***

No. 4
Molecular formula: C33H50Cl3GeNO3RbS3SeSi
Method: DFT, ωB97M-V/def2-TZVPD

E_HOMO (spin up / spin down): -2.557 / -2.557 eV
E: -8935.24618 a.u.
Orbital gap (spin up / spin down): 5.898 / 5.896 eV
Energy relative to the best compared isomer or geometry (same formula, charge and spin): 154.6 kJ/mol

Structure (ORCA input):
```
! RIJCOSX wB97M-V def2-TZVPD def2/J DEFGRID3
* xyz -2 2
Rb 0.593 1.213 -1.398
C 3.835 -1.376 4.091
C 2.501 -0.645 4.200
S 1.470 -0.640 2.725
C 1.160 -2.400 2.484
C 2.206 -3.193 1.685
S 2.714 -2.339 0.172
C 4.515 -2.110 0.327
C 5.202 -2.132 1.689
S 4.943 -0.725 2.808
H 3.685 -2.441 3.918
H 4.351 -1.287 5.050
H 2.678 0.414 4.390
H 1.941 -1.049 5.049
H 0.210 -2.442 1.947
H 0.987 -2.877 3.455
H 1.755 -4.149 1.404
H 3.070 -3.434 2.296
H 4.694 -1.144 -0.149
H 5.003 -2.871 -0.287
H 6.276 -2.131 1.486
H 5.012 -3.056 2.236
O -0.586 -1.676 -1.677
C -0.308 -1.825 -3.081
C 0.916 -0.883 -3.424
O 0.957 -0.462 -4.585
O 1.708 -0.686 -2.483
C 0.178 -3.225 -3.393
C 0.307 -3.620 -4.725
C 0.775 -4.883 -5.040
C 1.129 -5.773 -4.031
C 1.023 -5.378 -2.708
C 0.556 -4.108 -2.391
C -1.605 -1.483 -3.805
C -2.586 -2.461 -3.954
C -3.850 -2.138 -4.431
C -4.152 -0.826 -4.765
C -3.181 0.156 -4.625
C -1.919 -0.173 -4.155
H -1.224 -2.362 -1.437
H 0.050 -2.913 -5.503
H 0.873 -5.173 -6.079
H 1.496 -6.761 -4.279
H 1.321 -6.050 -1.913
H 0.524 -3.784 -1.359
H -2.362 -3.490 -3.693
H -4.600 -2.914 -4.534
H -5.141 -0.564 -5.120
H -3.395 1.192 -4.852
H -1.178 0.610 -4.075
Cl 5.730 2.964 0.660
Ge 3.732 1.834 0.637
Cl 2.968 2.653 2.662
Cl 2.518 3.351 -0.685
C -5.694 0.762 0.231
C -4.172 0.925 0.105
C -3.829 2.396 0.392
C -3.756 0.678 -1.355
Si -3.172 -0.267 1.235
C -3.756 -2.124 1.095
C -4.955 -2.437 2.002
C -4.169 -2.476 -0.340
C -2.601 -3.074 1.448
C -3.026 0.344 3.075
C -2.111 1.577 3.126
C -2.386 -0.700 3.996
C -4.394 0.724 3.658
H -6.178 1.460 -0.460
H -6.052 0.984 1.238
H -6.029 -0.242 -0.033
H -4.314 3.018 -0.365
H -2.757 2.586 0.320
H -4.170 2.726 1.373
H -4.241 1.414 -1.999
H -4.012 -0.310 -1.727
H -2.677 0.809 -1.471
H -5.815 -1.808 1.768
H -4.726 -2.309 3.058
H -5.261 -3.480 1.857
H -5.076 -1.962 -0.654
H -4.363 -3.553 -0.400
H -3.400 -2.234 -1.072
H -2.273 -2.985 2.478
H -1.735 -2.892 0.808
H -2.920 -4.111 1.287
H -1.109 1.346 2.764
H -2.014 1.909 4.166
H -2.497 2.413 2.547
H -1.399 -0.997 3.641
H -2.998 -1.591 4.120
H -2.250 -0.257 4.990
H -4.855 1.545 3.112
H -4.269 1.051 4.698
H -5.094 -0.114 3.658
Se -2.133 3.773 -3.565
C -3.914 3.696 -3.156
N -5.042 3.642 -2.890
*
```

***

No. 5
Molecular formula: C41H113AlF2N11O15S2
Method: DFT, ωB97M-V/def2-TZVPD

E_HOMO (spin up / spin down): -8.053 / -8.053 eV
E: -4598.97126 a.u.
Orbital gap (spin up / spin down): 7.822 / 6.318 eV

Structure (ORCA input):
```
! RIJCOSX wB97M-V def2-TZVPD def2/J DEFGRID3
* xyz 0 2
Al -3.549 2.236 -1.666
N -1.781 0.308 -0.388
S -1.016 -0.850 -0.966
O -1.564 -2.193 -0.930
O 0.420 -0.638 -1.065
F -1.364 -0.426 -2.462
S -1.237 -0.128 1.198
O -0.003 0.528 1.690
O -1.518 -1.450 1.765
F -2.351 0.767 1.929
C -4.590 -1.296 -3.524
O -5.030 -0.062 -3.140
H -4.354 -1.226 -4.586
H -3.705 -1.567 -2.949
H -5.309 -2.114 -3.479
C -3.860 4.026 5.928
C -4.062 2.855 4.994
C -3.079 1.697 5.356
O -1.737 2.165 5.348
C -0.737 1.129 5.250
N -5.373 2.336 5.035
H -4.466 4.862 5.579
H -2.849 4.431 5.888
H -4.126 3.864 6.972
H -3.868 3.258 3.999
H -3.176 0.956 4.562
H -3.325 1.224 6.306
H -0.798 0.415 6.071
H 0.226 1.639 5.246
H -0.684 0.632 4.281
H -5.586 2.235 6.017
H -6.056 3.047 4.818
C 6.563 -1.777 0.145
C 5.521 -2.108 1.217
C 4.747 -3.445 1.042
O 3.830 -3.490 -0.059
C 3.043 -2.367 -0.314
N 6.359 -2.242 2.421
H 6.195 -1.814 -0.880
H 7.392 -2.484 0.159
H 6.840 -0.724 0.196
H 4.758 -1.345 1.375
H 4.169 -3.591 1.955
H 5.403 -4.310 0.941
H 3.553 -1.461 -0.641
H 2.611 -2.055 0.638
H 2.296 -2.696 -1.037
H 6.833 -1.393 2.695
H 7.104 -2.906 2.267
C 4.991 -0.675 5.774
C 4.080 -1.842 5.445
C 2.906 -1.403 4.566
O 2.034 -2.499 4.351
C 1.167 -2.422 3.237
N 4.876 -2.938 4.909
H 4.415 0.115 6.256
H 5.334 -0.245 4.833
H 5.777 -0.963 6.473
H 3.666 -2.168 6.399
H 3.331 -0.907 3.693
H 2.400 -0.573 5.061
H 1.551 -1.823 2.411
H 0.262 -1.943 3.608
H 0.909 -3.376 2.776
H 4.254 -3.540 4.389
H 5.464 -2.653 4.139
C -0.554 4.016 2.063
C -2.012 4.092 1.689
C -2.786 5.238 2.361
O -4.146 5.108 1.991
C -4.956 6.064 2.544
N -2.046 4.203 0.236
H 0.055 4.910 1.929
H -0.072 3.164 1.583
H -0.439 3.789 3.123
H -2.443 3.167 2.074
H -2.289 6.178 2.123
H -2.648 5.102 3.433
H -4.446 7.027 2.523
H -5.234 5.796 3.563
H -5.872 6.143 1.958
H -2.763 4.877 0.006
H -1.158 4.553 -0.096
C -7.611 1.896 0.098
C -6.477 2.403 1.021
C -5.657 1.255 1.502
O -5.090 0.495 0.426
C -4.900 -0.881 0.694
N -5.645 3.345 0.217
H -8.276 1.268 0.691
H -7.232 1.214 -0.663
H -8.263 2.628 -0.380
H -6.818 2.991 1.873
H -6.307 0.634 2.119
H -4.903 1.684 2.162
H -4.366 -0.983 1.639
H -4.327 -1.306 -0.130
H -5.879 -1.361 0.675
H -5.075 3.833 0.894
H -6.360 4.040 0.061
C -1.003 2.682 -6.183
C -1.286 2.195 -4.732
C -0.238 2.743 -3.691
O -0.652 2.403 -2.353
C 0.410 2.668 -1.432
N -2.587 2.738 -4.505
H -0.818 3.755 -6.226
H -1.855 2.382 -6.793
H -0.086 2.204 -6.526
H -1.189 1.112 -4.646
H -0.260 3.832 -3.729
H 0.767 2.435 -3.979
H 0.057 2.456 -0.422
H 0.784 3.692 -1.458
H 1.218 1.955 -1.598
H -2.635 3.679 -4.867
H -3.206 2.296 -5.171
C -1.204 -1.306 -6.027
C -0.861 -2.790 -5.910
C -1.680 -3.508 -4.795
O -1.253 -4.872 -4.654
C -1.996 -5.541 -3.598
N -1.138 -3.341 -7.220
H -0.395 -0.765 -6.517
H -1.282 -0.879 -5.028
H -2.133 -1.111 -6.563
H 0.200 -2.954 -5.724
H -2.752 -3.364 -4.926
H -1.485 -2.988 -3.857
H -2.031 -4.888 -2.727
H -1.532 -6.487 -3.321
H -3.015 -5.702 -3.951
H -0.906 -4.316 -7.096
H -0.446 -3.141 -7.928
C 7.341 3.101 3.134
C 6.676 1.714 3.013
C 5.407 1.731 2.097
O 4.344 2.428 2.754
C 3.096 2.255 2.128
N 7.633 0.813 2.378
H 6.734 3.731 3.783
H 7.615 3.606 2.208
H 8.252 3.085 3.731
H 6.462 1.274 3.987
H 5.097 0.719 1.836
H 5.588 2.122 1.095
H 2.423 3.013 2.530
H 2.808 1.205 2.175
H 3.209 2.392 1.053
H 7.821 1.237 1.481
H 8.507 0.881 2.880
C -1.877 -6.770 2.563
C -1.349 -5.454 2.203
C -0.805 -5.332 0.771
O 0.189 -6.300 0.598
C 0.759 -6.336 -0.737
N -2.306 -4.433 2.583
H -2.224 -6.891 3.589
H -1.106 -7.538 2.506
H -2.591 -7.046 1.787
H -0.502 -5.442 2.888
H -0.350 -4.344 0.712
H -1.663 -5.402 0.102
H -0.077 -6.449 -1.427
H 1.584 -7.032 -0.887
H 1.172 -5.352 -0.958
H -2.433 -4.465 3.584
H -1.799 -3.569 2.451
C 2.594 -0.578 -8.444
C 2.444 0.799 -7.775
C 2.956 0.788 -6.321
O 2.161 -0.233 -5.602
C 2.441 -0.288 -4.248
N 3.277 1.749 -8.541
H 2.065 -1.368 -7.911
H 3.650 -0.846 -8.436
H 2.272 -0.571 -9.485
H 1.397 1.104 -7.783
H 2.874 1.787 -5.892
H 4.018 0.582 -6.189
H 3.432 -0.721 -4.111
H 1.687 -0.852 -3.700
H 2.448 0.680 -3.748
H 3.008 2.684 -8.269
H 2.988 1.684 -9.507
*
```